This record from the Open Molecules 2025 dataset describes a structure of composition C23H31FNO2PbSe2. The level of theory is wB97M-V/def2-TZVPD.

CARTESIAN COORDINATES (ANGSTROEM)
Pb: -0.61 -2.42 -0.08
Se: -2.17 -1.32 -2.17
Se: -2.16 -1.95 2.20
F: 2.09 -3.43 0.40
O: -2.05 0.49 0.43
O: -6.42 -1.62 0.02
N: 1.26 -0.84 -0.07
C: 1.13 0.53 -2.82
C: 0.13 3.22 -0.37
C: -4.13 -0.82 0.13
C: -3.85 -1.60 -1.18
C: 3.03 -2.45 0.29
C: -0.09 1.05 3.32
C: 2.58 -1.13 0.07
C: -5.62 -0.44 0.11
C: 0.95 0.54 -0.18
C: 0.31 2.45 -1.51
C: -3.94 -1.74 1.36
C: 1.45 -0.95 -2.97
C: -3.44 0.55 0.20
C: 2.36 1.38 2.95
C: 4.35 -2.81 0.41
C: 0.42 2.66 0.86
C: 4.96 -0.53 0.09
C: 0.81 1.34 0.98
C: 0.77 1.13 -1.45
C: 5.35 -1.84 0.31
C: 3.63 -0.18 -0.03
C: 1.08 0.79 2.37
C: 2.32 1.32 -3.38
H: -4.58 -1.40 2.17
H: -1.04 0.73 2.89
H: -3.94 -2.67 -0.98
H: 0.26 0.74 -3.45
H: 0.11 2.88 -2.49
H: -5.81 0.21 -0.75
H: 2.53 1.01 -4.41
H: 0.64 -1.60 -2.64
H: 6.39 -2.12 0.41
H: 5.71 0.25 0.01
H: 2.16 2.39 -3.37
H: 3.22 1.18 2.31
H: -1.64 1.24 -0.02
H: 3.36 0.85 -0.21
H: 0.32 3.27 1.76
H: 2.36 -1.23 -2.44
H: 3.22 1.10 -2.79
H: -4.28 -2.73 1.09
H: -4.64 -1.36 -1.90
H: -7.34 -1.37 0.05
H: 4.58 -3.85 0.58
H: -5.87 0.11 1.02
H: -3.91 1.13 1.00
H: -0.16 2.12 3.57
H: 1.22 -0.29 2.28
H: 0.05 0.51 4.26
H: 2.27 2.46 3.07
H: 2.57 0.95 3.94
H: -0.21 4.24 -0.45
H: 1.61 -1.15 -4.04
H: -3.65 1.05 -0.75

HOMO-LUMO gap (Eh): 0.24310
Relative energy (zero: lowest compared OMol25 entry of this formula, charge and spin) (kcal per mole): 35.0
E_LUMO (Ha): 0.096
Net charge: -1
Molar mass (g mol⁻¹): 737.62
Maximum force (eV Å⁻¹): 0.4

This record from the Open Molecules 2025 dataset describes a structure of composition C23H31GdN8S2 in a non-equilibrium geometry. The level of theory is wB97M-V/def2-TZVPD.

CARTESIAN COORDINATES (ANGSTROEM)
Gd: -13.76 7.76 -1.40
S: -14.11 12.66 -2.09
S: -16.26 9.50 -5.10
N: -15.94 8.15 -2.93
N: -13.14 8.25 1.54
N: -12.13 5.83 -0.49
N: -13.82 5.83 -3.20
N: -11.62 7.59 -2.71
N: -15.12 5.72 -0.71
N: -12.48 9.06 0.55
N: -15.51 9.37 -0.23
C: -14.35 11.05 -1.54
C: -14.26 3.58 -3.58
C: -11.01 5.52 -1.40
C: -16.18 11.68 0.00
C: -16.97 9.04 -2.74
C: -17.32 10.03 1.21
C: -17.24 11.37 0.87
C: -15.69 4.98 -1.88
C: -13.69 10.10 -2.26
C: -16.44 9.11 0.72
C: -13.08 12.09 -3.35
C: -12.45 4.70 -4.76
C: -12.93 10.69 -3.32
C: -12.92 4.62 -0.12
C: -14.35 4.91 0.27
C: -11.97 7.14 -4.12
C: -12.79 5.83 -4.10
C: -15.37 10.70 -0.53
C: -14.58 4.74 -2.91
C: -17.24 9.81 -3.82
C: -15.50 8.30 -4.15
C: -10.51 6.84 -2.03
C: -13.17 3.59 -4.45
H: -11.75 6.27 0.36
H: -16.01 12.70 -0.29
H: -12.59 7.92 -4.64
H: -10.15 7.52 -1.25
H: -11.31 8.60 -2.74
H: -12.34 10.33 -4.17
H: -16.56 8.06 1.10
H: -11.55 9.42 0.84
H: -13.61 8.83 2.28
H: -16.09 4.02 -1.59
H: -11.27 4.83 -2.18
H: -14.65 7.70 -4.46
H: -12.55 4.07 0.73
H: -11.56 4.69 -5.34
H: -15.98 6.02 -0.26
H: -14.43 5.54 1.19
H: -18.05 9.66 1.89
H: -12.98 3.97 -0.95
H: -17.42 9.04 -1.80
H: -17.93 12.12 1.20
H: -11.04 6.88 -4.58
H: -12.91 2.60 -4.89
H: -9.66 6.64 -2.71
H: -14.89 2.69 -3.35
H: -12.44 7.63 1.96
H: -12.59 12.80 -4.03
H: -14.83 4.01 0.50
H: -18.12 10.49 -3.91
H: -10.13 5.15 -0.86
H: -13.02 9.89 0.42
H: -16.45 5.53 -2.39

HOMO-LUMO gap (spin up / spin down) (Eh): 0.30132 / 0.24346
Multiplicity: 8
Relative energy (zero: lowest compared OMol25 entry of this formula, charge and spin) (kcal per mole): 31.0
E_LUMO (spin up / spin down) (Ha): -0.187 / -0.243
Net charge: +2
Molar mass (g mol⁻¹): 640.94
Maximum force (eV Å⁻¹): 3.7

This record from the Open Molecules 2025 dataset describes an isolated molecule of C23H31N3O3S in a non-equilibrium geometry. The level of theory is wB97M-V/def2-TZVPD.

CARTESIAN COORDINATES (ANGSTROEM)
S: 0.25 -2.56 4.04
O: 0.79 -2.45 5.36
O: 0.40 -3.81 3.35
O: 1.15 3.37 -4.10
N: 0.90 -1.29 3.13
N: 1.51 1.02 -2.76
N: 0.37 -0.14 -0.34
C: -5.56 -0.88 4.13
C: 1.10 4.58 -4.81
C: 0.54 -1.40 1.73
C: -3.75 -2.48 3.47
C: 0.96 1.86 -1.72
C: 1.02 -0.96 -1.33
C: -1.82 -0.91 4.70
C: 0.93 1.00 -4.02
C: 0.60 -0.18 -4.68
C: -3.14 -0.52 4.72
C: 0.10 -0.19 -5.97
C: -2.42 -2.88 3.45
C: 0.23 2.20 -6.01
C: 0.90 -0.09 1.00
C: 0.75 2.21 -4.73
C: 2.32 -1.11 3.33
C: -4.12 -1.30 4.11
C: 2.75 0.20 2.66
C: 2.41 0.16 1.17
C: -0.10 1.00 -6.64
C: 2.06 -0.19 -2.18
C: -1.47 -2.09 4.06
C: -0.11 1.09 -0.93
H: -0.92 0.83 -1.62
H: -5.69 0.05 4.67
H: 2.69 1.11 0.71
H: 0.37 0.71 1.53
H: -0.53 -1.57 1.67
H: -6.17 -1.65 4.60
H: 2.23 1.03 3.14
H: -4.50 -3.09 3.00
H: 2.89 0.12 -1.54
H: -0.15 -1.13 -6.44
H: -1.04 -0.33 5.17
H: -2.11 -3.79 2.96
H: 2.89 -1.95 2.90
H: 2.49 -1.08 4.40
H: 0.24 -1.35 -1.99
H: 2.97 -0.64 0.69
H: -0.50 1.02 -7.64
H: 2.45 -0.83 -2.97
H: -0.53 1.73 -0.14
H: 1.51 5.33 -4.13
H: 1.70 4.54 -5.72
H: 0.07 4.86 -5.06
H: -5.93 -0.75 3.11
H: 3.82 0.34 2.80
H: 0.73 -1.13 -4.18
H: 0.09 3.12 -6.55
H: 1.05 -2.26 1.27
H: -3.42 0.40 5.22
H: 1.50 -1.81 -0.85
H: 1.77 2.17 -1.05
H: 0.52 2.76 -2.16

HOMO-LUMO gap (Eh): 0.29124
Relative energy (zero: lowest compared OMol25 entry of this formula, charge and spin) (kcal per mole): 63.7
E_LUMO (Ha): 0.025
Molar mass (g mol⁻¹): 429.59
Maximum force (eV Å⁻¹): 1.0
SMILES: COc1ccccc1N1CCN([C@@H]2CCCN(S(=O)(=O)c3ccc(C)cc3)C2)CC1

This record from the Open Molecules 2025 dataset describes a structure of composition C23H31N3O4S in a non-equilibrium geometry. The level of theory is wB97M-V/def2-TZVPD.

CARTESIAN COORDINATES (ANGSTROEM)
S: -1.95 0.77 0.44
O: 3.52 -1.98 1.48
O: 1.99 -1.82 -0.35
O: -1.15 0.56 -0.57
O: -1.81 0.54 1.70
N: 3.90 -0.61 -0.51
N: 3.94 1.91 -0.52
N: -2.13 2.31 0.27
C: -4.70 0.41 1.01
C: 1.69 -4.23 0.80
C: 1.91 3.02 -0.77
C: 0.74 3.27 -0.33
C: -3.62 0.13 -0.13
C: 0.57 -2.11 1.51
C: 3.30 -0.20 -1.83
C: 0.97 2.01 1.42
C: 0.98 -2.80 0.25
C: -6.03 0.01 0.81
C: -1.21 3.18 1.11
C: 5.13 -0.44 0.00
C: 3.03 -1.62 0.42
C: -3.86 -0.26 -1.24
C: -7.59 -0.83 -0.85
C: 5.03 1.45 -0.09
C: -6.09 -0.42 -0.61
C: -0.12 -2.81 -0.59
C: 2.24 1.70 1.17
C: 2.85 2.28 -0.21
C: 4.04 1.05 -1.92
C: 0.14 2.87 0.93
C: -5.05 -0.50 -1.55
H: 0.52 1.67 2.58
H: 0.14 -3.36 -1.54
H: 0.11 -1.12 1.75
H: -2.04 2.86 -0.54
H: 2.18 -0.17 -1.70
H: 0.22 4.06 -0.83
H: 3.46 1.55 -2.63
H: 5.93 -0.47 -0.75
H: 5.34 -0.69 0.91
H: 1.37 -1.97 2.38
H: 1.87 -4.63 -0.27
H: -0.33 -2.62 2.25
H: -0.92 -3.25 -0.15
H: -0.55 -1.98 -0.83
H: 2.38 3.41 -1.68
H: -5.41 -0.93 -2.47
H: 5.01 1.22 -2.47
H: 4.92 1.60 1.18
H: -4.44 0.94 1.82
H: 2.84 1.06 1.67
H: -1.33 2.93 2.46
H: -7.73 -0.94 -2.09
H: 6.18 1.79 -0.24
H: 3.89 -0.99 -2.59
H: -1.45 4.20 1.11
H: 2.39 -4.21 1.35
H: -3.18 -0.36 -1.86
H: 0.72 -4.73 1.30
H: -7.79 -1.83 -0.43
H: -8.21 -0.15 -0.21
H: -6.75 0.30 1.24

HOMO-LUMO gap (Eh): 0.26594
Relative energy (zero: lowest compared OMol25 entry of this formula, charge and spin) (kcal per mole): 609.1
E_LUMO (Ha): 0.021
Molar mass (g mol⁻¹): 445.58
Maximum force (eV Å⁻¹): 17.5

This record from the Open Molecules 2025 dataset describes a structure of composition C23H31N5O4S. The level of theory is wB97M-V/def2-TZVPD.

CARTESIAN COORDINATES (ANGSTROEM)
S: -0.21 -3.21 -1.94
O: -2.67 -2.08 -0.71
O: 2.98 2.73 0.61
O: 2.14 0.03 -4.59
O: -2.36 0.34 3.01
N: 2.76 -2.13 -4.86
N: -1.76 -0.07 -0.20
N: -0.03 0.53 -2.98
N: 0.93 -2.92 -3.04
N: -2.80 -1.68 2.07
C: -2.89 0.25 0.66
C: -1.77 -1.26 -0.86
C: 2.00 -1.15 -4.32
C: 0.60 0.03 0.40
C: -3.25 -4.68 2.16
C: -0.66 -1.54 -1.78
C: 0.09 -0.78 -2.66
C: -3.42 -3.68 3.31
C: 2.29 6.83 -1.01
C: -2.66 -0.35 2.06
C: -0.56 2.05 -0.17
C: 3.25 4.47 -1.09
C: 3.12 4.12 0.39
C: 1.76 0.75 0.58
C: -1.81 -5.17 2.09
C: 0.60 2.78 0.02
C: 1.78 2.13 0.39
C: -0.57 0.67 0.00
C: -1.01 -3.01 3.07
C: 3.50 5.96 -1.33
C: -0.86 -3.99 1.91
C: 1.00 -1.64 -3.35
C: -2.45 -2.51 3.20
H: -3.93 -5.52 2.31
H: 2.04 6.79 0.04
H: 0.72 0.87 -3.58
H: 0.18 -4.35 1.87
H: 1.43 6.51 -1.59
H: -1.70 -5.87 1.26
H: -3.51 -4.21 1.21
H: 2.50 7.87 -1.27
H: -1.46 2.56 -0.47
H: 3.48 -1.89 -5.53
H: -0.73 -3.51 4.01
H: -2.98 1.33 0.74
H: -1.08 -3.50 0.97
H: 4.35 6.28 -0.72
H: 2.35 4.17 -1.63
H: -0.44 1.16 -2.32
H: 0.60 -1.04 0.58
H: 4.08 3.89 -1.50
H: 3.78 6.10 -2.38
H: -3.24 -4.19 4.26
H: 4.04 4.39 0.91
H: -2.53 -1.87 4.08
H: 2.29 4.67 0.86
H: 2.67 0.26 0.89
H: -0.35 -2.15 2.94
H: -3.79 -0.17 0.20
H: -4.45 -3.31 3.33
H: -1.56 -5.70 3.02
H: -2.99 -2.14 1.19
H: 0.57 3.84 -0.13
H: 2.60 -3.08 -4.59

HOMO-LUMO gap (Eh): 0.30209
Relative energy (zero: lowest compared OMol25 entry of this formula, charge and spin) (kcal per mole): 0.0
E_LUMO (Ha): -0.003
Molar mass (g mol⁻¹): 473.60
Maximum force (eV Å⁻¹): 0.9

This record from the Open Molecules 2025 dataset describes a structure of composition C23H31N5O5S. The level of theory is wB97M-V/def2-TZVPD.

CARTESIAN COORDINATES (ANGSTROEM)
S: 1.24 -2.77 0.29
O: 1.70 0.75 -1.52
O: 5.71 -2.85 -1.47
O: -0.78 2.62 1.46
O: -6.22 0.96 -1.80
O: -3.23 -3.41 0.69
N: -0.12 0.17 -0.33
N: 2.61 -3.59 0.09
N: 0.97 3.00 0.09
N: 3.93 -0.72 -1.57
N: 5.03 -4.72 -0.40
C: 3.00 2.97 1.49
C: 3.53 -2.89 -0.55
C: 4.85 -3.46 -0.86
C: -2.62 0.91 -2.16
C: -2.18 1.38 -0.92
C: 1.81 -1.33 -0.52
C: 1.76 3.77 1.02
C: -2.35 -2.48 1.26
C: 3.13 -1.58 -0.94
C: 2.32 5.03 0.35
C: -4.91 1.11 -1.49
C: 4.22 3.80 1.09
C: -0.21 2.44 0.40
C: 1.12 -0.09 -0.81
C: -0.70 1.47 -0.69
C: -3.96 0.77 -2.45
C: -3.84 -4.26 1.64
C: -3.14 1.71 0.03
C: 3.73 4.63 -0.09
C: -4.49 1.58 -0.25
C: -4.76 -5.22 0.91
C: -1.76 -1.63 0.14
C: -0.80 -0.57 0.70
H: 2.37 5.84 1.07
H: -0.23 1.76 -1.64
H: 4.28 -5.18 0.09
H: 1.45 2.66 -0.74
H: -1.37 0.15 1.30
H: -1.89 0.65 -2.92
H: -5.52 -4.66 0.37
H: 4.50 4.46 1.91
H: -4.41 -3.66 2.37
H: -2.88 -1.84 1.98
H: 1.09 4.01 1.85
H: 3.01 2.01 0.97
H: -1.24 -2.28 -0.56
H: -4.20 -5.81 0.20
H: -0.07 -1.04 1.36
H: -2.83 2.10 0.99
H: 5.90 -5.20 -0.57
H: 1.69 5.34 -0.48
H: -5.22 1.85 0.50
H: 5.08 3.18 0.84
H: -5.25 -5.88 1.62
H: 3.53 0.14 -1.91
H: 2.97 2.77 2.56
H: -4.29 0.41 -3.41
H: 4.84 -1.07 -1.87
H: -1.54 -3.00 1.80
H: -2.58 -1.15 -0.40
H: -6.77 1.23 -1.05
H: -3.06 -4.82 2.19
H: 3.69 4.01 -0.99
H: 4.36 5.49 -0.29

HOMO-LUMO gap (Eh): 0.29773
Relative energy (zero: lowest compared OMol25 entry of this formula, charge and spin) (kcal per mole): 7.0
E_LUMO (Ha): -0.006
Molar mass (g mol⁻¹): 489.60
Maximum force (eV Å⁻¹): 0.9

This record from the Open Molecules 2025 dataset describes a structure of composition C23H31N5OS in a non-equilibrium geometry. The level of theory is wB97M-V/def2-TZVPD.

CARTESIAN COORDINATES (ANGSTROEM)
S: -1.68 -1.81 -1.89
O: -0.28 2.20 -2.10
N: 2.61 -0.82 0.32
N: 3.79 2.73 1.47
N: 0.58 -1.02 1.47
N: -0.39 -0.18 -3.59
N: 1.18 -1.25 -1.96
C: 2.97 1.92 1.45
C: -2.44 0.33 3.85
C: 2.77 0.38 -2.00
C: -1.50 -2.89 1.96
C: 1.05 -2.44 -0.97
C: 3.46 -0.29 -0.67
C: -3.63 -1.55 3.61
C: -1.52 -1.44 2.44
C: 2.38 -0.92 -2.44
C: -0.38 -0.34 2.26
C: -2.62 -0.86 3.32
C: 1.62 1.16 1.71
C: 1.48 -0.12 1.24
C: -1.43 0.28 -4.07
C: -0.27 -1.00 -2.65
C: 2.45 -2.16 0.07
C: -0.63 2.08 -0.68
C: -1.58 1.52 3.64
C: -1.70 2.71 0.10
C: 0.99 1.68 2.63
C: -1.60 2.63 -2.96
C: -2.34 1.32 -3.35
C: -0.36 0.87 2.95
H: 3.60 0.82 -2.33
H: -1.31 2.44 4.10
H: -4.38 -2.03 2.66
H: -1.14 0.63 -4.94
H: -2.59 0.80 -2.39
H: 2.10 1.02 -1.61
H: -3.17 1.45 -3.94
H: 4.46 -0.68 -0.70
H: -0.57 -2.99 1.73
H: -2.11 -3.46 2.47
H: -2.09 -0.88 -4.28
H: 2.01 -2.65 0.93
H: 2.89 -1.64 -2.58
H: -4.43 -1.01 4.13
H: -1.04 0.83 -0.78
H: -3.55 -2.32 4.22
H: 0.25 1.98 -0.17
H: 3.86 0.84 -0.12
H: -1.75 2.47 1.23
H: 1.30 -3.51 -1.45
H: -1.50 3.83 0.13
H: 2.07 -0.73 -3.80
H: 0.52 0.57 -3.29
H: -2.00 -2.73 1.11
H: -2.71 2.77 -0.28
H: -2.36 3.20 -2.50
H: 0.81 2.65 2.99
H: -3.30 0.83 4.55
H: 3.17 -2.49 -0.40
H: 0.18 -2.21 -0.42
H: -1.08 2.67 -3.67

HOMO-LUMO gap (Eh): 0.25284
Relative energy (zero: lowest compared OMol25 entry of this formula, charge and spin) (kcal per mole): 599.9
E_LUMO (Ha): -0.017
Molar mass (g mol⁻¹): 425.60
Maximum force (eV Å⁻¹): 15.3